Computed, not measured: a 5-piece molecular cluster, C33H63BN5O11S overall at a distorted geometry, with ωB97M-V/def2-TZVPD.

Geometry (Å):
C  -0.227  -3.603  2.962
C  0.587  -2.693  2.276
C  0.914  -2.794  0.704
N  0.954  -1.549  -0.095
C  -0.031  -0.475  0.194
C  -1.011  -0.386  -1.098
C  -2.122  -1.556  -0.958
O  -1.550  -2.720  -1.652
C  2.347  -1.199  -0.230
N  3.008  -0.506  -1.146
B  2.281  0.113  -2.315
O  1.657  -0.624  -3.354
C  2.276  1.748  -2.381
C  3.703  2.299  -2.944
N  3.043  -1.857  0.897
C  2.470  -3.258  0.742
C  3.016  -3.979  2.062
C  3.040  -4.056  -0.527
C  2.057  -4.117  -1.784
C  2.525  -5.276  -2.816
C  1.873  -6.641  -2.290
S  3.105  -7.728  -1.426
C  3.834  -8.887  -2.628
N  3.631  -10.292  -2.697
N  4.331  -10.883  -3.693
C  5.057  -9.849  -4.338
O  4.748  -8.670  -3.678
H  -0.530  -3.334  4.026
H  -0.561  -4.610  2.576
H  1.108  -1.834  2.822
H  0.197  -3.623  0.376
H  0.435  0.571  0.271
H  -0.716  -0.663  1.072
H  -1.610  0.584  -1.097
H  -0.475  -0.601  -2.071
H  -3.072  -1.303  -1.550
H  -2.354  -1.815  0.122
H  -1.959  -3.540  -1.311
H  4.030  -0.429  -1.013
H  0.970  -0.075  -3.791
H  1.391  2.157  -2.973
H  2.196  2.189  -1.323
H  3.595  3.272  -3.517
H  4.375  2.511  -2.041
H  4.210  1.563  -3.646
H  4.053  -1.937  0.695
H  2.344  -4.802  2.463
H  3.236  -3.168  2.841
H  4.032  -4.480  1.869
H  3.406  -5.111  -0.272
H  3.975  -3.480  -0.872
H  2.031  -3.109  -2.333
H  0.973  -4.349  -1.526
H  2.011  -5.024  -3.804
H  3.661  -5.311  -2.902
H  1.005  -6.495  -1.567
H  1.450  -7.237  -3.167
H  5.740  -10.020  -5.218
O  -4.543  1.198  -1.004
C  -5.242  0.739  -0.128
O  -4.703  0.375  1.044
C  -5.469  0.025  2.212
C  -5.834  -1.445  2.199
C  -6.701  0.478  -0.372
H  -6.340  0.673  2.320
H  -4.828  0.227  3.068
H  -6.471  -1.695  1.347
H  -6.362  -1.717  3.116
H  -4.935  -2.061  2.114
H  -6.821  -0.513  -0.813
H  -7.074  1.228  -1.072
H  -7.315  0.564  0.522
O  5.577  3.132  -5.133
C  6.045  4.194  -4.791
O  5.264  5.112  -4.197
C  5.758  6.304  -3.565
C  5.904  7.430  -4.566
C  7.471  4.545  -5.108
H  6.682  6.105  -3.018
H  5.012  6.582  -2.817
H  6.635  7.187  -5.340
H  6.221  8.349  -4.068
H  4.955  7.615  -5.074
H  7.520  4.990  -6.102
H  8.063  3.628  -5.098
H  7.930  5.211  -4.379
O  -5.101  0.988  5.065
C  -4.141  1.026  5.801
O  -4.265  1.522  7.040
C  -3.255  1.417  8.055
C  -2.265  2.560  7.958
C  -2.780  0.613  5.313
H  -2.771  0.439  8.028
H  -3.779  1.475  9.011
H  -1.726  2.545  7.009
H  -1.537  2.507  8.770
H  -2.785  3.519  8.013
H  -2.292  1.468  4.842
H  -2.904  -0.180  4.572
H  -2.142  0.203  6.094
O  -2.315  4.420  1.097
C  -3.463  4.723  0.858
O  -3.849  6.007  0.940
C  -5.115  6.496  0.475
C  -6.178  6.360  1.546
C  -4.490  3.667  0.564
H  -5.402  6.018  -0.463
H  -4.967  7.554  0.249
H  -6.350  5.315  1.811
H  -7.123  6.791  1.207
H  -5.866  6.872  2.460
H  -4.916  3.306  1.503
H  -3.999  2.842  0.055
H  -5.285  4.004  -0.100

**2S+1**: 1
**Calculated total energy**: -76716.9134 eV
**Charge**: +1